The following is a DFT calculation (wB97M-V/def2-TZVPD) of a structure of composition C4HGdLiO2 in a non-equilibrium geometry.

```
9
Properties=species:S:1:pos:R:3:forces:R:3
Li 2.5772 1.2099 0.5454 -0.179 -0.699 0.232
O -2.8838 0.6667 0.8811 3.719 -0.367 -1.125
C -0.4682 0.6507 1.1852 3.386 1.282 3.180
O 1.5781 -0.8845 -1.4020 4.714 -1.770 0.037
C 2.5902 -0.6298 -0.6714 0.990 0.526 -1.005
H 3.4595 -1.2661 -1.0025 -0.239 -0.228 0.229
C -1.6710 0.5206 0.4522 -6.901 1.454 3.935
Gd -0.2524 -0.1511 -0.9915 -2.022 -0.068 -4.356
C 0.7961 0.7968 1.3879 -3.469 -0.128 -1.127
```
Forces are in eV/Å.

gap between HOMO and LUMO (spin up / spin down)	0.2319 / 0.2275	Eh
total charge	0
2S+1	9
calculated total energy	-1076.440578	Eh
<S²>	20.049
E_LUMO (spin up / spin down)	-0.5 / -0.8	eV



The following is a DFT calculation (wB97M-V/def2-TZVPD) of a cluster of 2 separate species, C9H18N2O5 in total.

```
34
Properties=species:S:1:pos:R:3:forces:R:3
H -0.4814 0.2606 -1.8337 0.178 -0.297 -0.094
C 2.0040 1.0909 1.4203 0.162 -0.063 -0.048
C -1.0649 2.2240 -3.9119 -0.089 0.137 -0.096
O 0.3887 -5.1152 2.8090 -0.191 0.054 -0.084
H 2.7058 3.4758 1.5165 0.088 -0.021 -0.057
O -1.1074 -0.5273 1.1164 0.170 -0.161 -0.508
C 0.4536 1.6343 -0.4534 -0.143 -0.286 -0.417
H 3.0703 1.2951 1.3095 0.154 0.156 -0.172
O 1.1618 -1.4097 -0.7538 0.012 0.056 0.010
H -1.1289 1.2049 -4.2845 -0.029 -0.154 -0.031
H 0.4467 2.1343 2.6250 -0.177 -0.154 -0.011
H -1.9812 2.0106 -1.9920 -0.124 0.071 0.114
O -2.3493 -3.5336 0.8178 0.217 0.703 -0.142
H 1.9217 0.2488 2.1019 -0.041 -0.118 0.068
C 0.9556 -0.6412 0.1286 -0.369 0.173 -0.260
C 1.3736 2.2792 2.0790 0.068 0.586 -0.043
H -0.7478 3.2526 -2.0526 0.035 0.156 0.038
C -1.0573 -3.8804 1.1847 0.142 -0.054 0.195
H -1.4978 -5.7446 2.1404 0.061 -0.055 0.000
H 0.9050 2.6197 -0.5362 0.141 0.145 0.168
H -0.4405 1.7011 0.1697 -0.038 0.139 0.211
N 1.8379 3.4639 2.0544 -0.132 -0.223 0.161
C -0.8899 -4.8336 2.4165 -0.138 -0.073 -0.011
C 0.0046 1.2294 -1.8478 -0.064 0.678 0.025
H -0.4512 -4.3606 0.3713 -0.199 -0.034 -0.058
H -1.9313 2.7690 -4.2828 -0.108 0.065 -0.059
H -1.5177 -1.4027 0.8810 -0.479 -0.597 0.168
N 1.4426 0.7065 0.1109 -0.014 0.102 0.303
H 0.8769 1.2151 -2.4993 0.123 -0.303 -0.090
O 0.2618 -0.9572 1.2702 0.339 -0.146 0.507
C -0.9982 2.2486 -2.3957 -0.031 -0.291 0.063
H -1.5203 -4.3488 3.2166 0.070 0.031 0.027
H -0.4627 -2.9942 1.4565 0.235 -0.207 0.170
H -0.1826 2.6847 -4.3526 0.173 -0.015 -0.046
```
Forces are in eV/Å.

gap between HOMO and LUMO	0.0942	Eh
total charge	-2
calculated total energy	-839.149166	Eh
E_LUMO	4.5	eV



The following is a DFT calculation (wB97M-V/def2-TZVPD) of the molecule C20H14BrN5O in a non-equilibrium geometry.

```
41
Properties=species:S:1:pos:R:3:forces:R:3
H -3.4641 -3.6137 3.5392 -0.112 -0.042 -0.425
N -0.5568 2.9591 2.5859 1.150 0.163 1.543
C 2.7111 0.5663 -2.4879 0.633 0.217 0.246
C -1.0854 -1.8080 1.9339 -0.110 -0.200 0.130
C 4.0403 2.4815 -1.9536 0.175 0.461 0.524
H -0.1999 -1.2091 2.1815 -0.436 -0.372 -0.268
H -2.0336 3.0960 1.1045 0.204 0.027 0.425
O 1.4071 2.8709 4.0127 -2.058 0.618 -0.142
N 2.7621 2.6043 3.7935 1.453 -1.750 -0.334
C -2.9568 -3.1637 2.6865 0.530 -0.193 0.748
C 1.6566 2.4822 1.7692 0.520 0.357 1.802
C 3.2033 2.8156 -0.8972 -1.008 -0.808 -0.413
C 3.8382 1.3461 -2.7181 -0.071 0.379 -0.561
H 2.6178 -0.3325 -3.0676 -0.465 -0.227 -0.155
N -0.1904 -0.3462 -2.2860 0.568 0.411 1.018
N -0.7550 -1.2676 -0.3897 -0.746 -0.128 -0.723
C -1.7852 -2.4583 2.9655 0.345 0.759 -1.203
H 4.5100 1.1388 -3.5648 -0.342 -0.080 0.574
H 3.3474 3.2776 4.2533 -0.440 0.641 -0.006
C -3.3949 -3.3012 1.3772 0.968 1.288 -0.998
C 0.6935 -0.0572 -1.2182 -0.114 0.685 -2.439
Br -1.0798 -2.2569 4.7347 -0.427 -0.192 -0.495
C 3.0429 2.3974 2.3686 -0.405 0.696 -0.773
C -0.9793 2.9248 1.3282 1.428 -0.604 -1.335
H 3.6971 3.1708 1.9345 -0.132 0.007 0.258
H 3.3714 3.7459 -0.3543 -0.077 -0.345 0.030
C -2.7005 -2.6479 0.2981 -0.097 -0.253 0.888
C 1.8208 0.8709 -1.4612 0.581 0.574 0.947
C 0.7659 2.7756 2.8070 -0.568 0.127 -1.859
N 0.4071 -0.6165 -0.0962 -0.986 -0.406 0.335
H -3.1273 -2.7199 -0.7234 0.522 0.001 0.836
H 4.8602 3.1636 -2.1193 0.257 -0.141 -0.331
C 2.0671 2.0127 -0.6292 1.495 -0.410 -1.182
C 1.2050 2.3881 0.4870 0.321 -0.491 -0.629
H -4.3028 -3.8632 1.1941 0.104 0.077 -0.185
C -1.5170 -1.9065 0.5884 -1.193 -1.156 1.757
H -2.0001 -1.4644 -2.1724 0.348 0.025 0.280
C -1.0987 -1.0775 -1.7027 0.764 0.142 0.604
H -0.5194 2.6288 -0.7737 0.197 -0.118 0.222
C -0.1070 2.6328 0.2353 -2.862 0.731 0.953
H 3.5254 1.4571 2.1330 0.084 -0.472 0.336
```
Forces are in eV/Å.

SMILES string	Brc1cccc(-n2cnc(-c3ccccc3-c3ccnc4c3CNO4)n2)c1
gap between HOMO and LUMO	0.3094	Eh
total charge	0
energy relative to the best compared isomer or geometry (same formula, charge and spin)	0.269	eV
calculated total energy	-3693.509878	Eh
E_LUMO	0.3	eV



The following is a DFT calculation (wB97M-V/def2-TZVPD) of a structure of composition C20H15BrN3O4S2SbSe4Zn.

```
51
Properties=species:S:1:pos:R:3:forces:R:3
H 5.4558 3.0176 1.7031 -0.001 -0.001 -0.004
C -2.8073 -3.9277 -2.2606 -0.001 -0.004 0.003
S -1.1410 -1.4109 0.4057 0.100 0.015 -0.264
N 0.4868 0.8888 -0.8119 -0.170 0.015 -0.026
H 2.0206 2.3642 -3.4096 0.002 -0.001 0.000
H 6.8280 1.2309 0.6513 0.002 -0.002 0.005
C 5.3689 -0.2931 1.0082 -0.006 -0.015 0.005
S -1.8548 5.8734 0.5473 0.038 0.056 -0.020
C -1.9729 -3.3706 -1.3104 -0.008 -0.003 0.017
C 0.9345 1.8319 -1.6469 0.111 0.016 0.038
H 3.2151 2.4712 2.5967 -0.004 -0.001 -0.004
H -5.2327 -4.8123 -3.4227 0.001 -0.001 0.000
H -4.2775 -4.0479 -4.6886 0.000 -0.001 -0.001
N -0.8879 3.2607 0.5380 -0.055 0.074 0.281
C -1.2889 4.3634 0.5644 -0.059 -0.072 -0.125
C 4.1216 -0.5862 1.5446 0.042 0.017 0.022
C -4.2014 -1.9858 -2.1954 0.005 -0.007 0.002
Sb -2.6851 4.0766 5.3272 0.031 -0.109 -0.049
O -1.7199 -0.0607 0.6186 0.059 -0.019 0.325
O 1.8304 -0.5413 3.7016 0.004 -0.068 -0.023
C 5.0863 2.0008 1.6543 0.000 -0.008 0.004
C -3.3695 -1.4146 -1.2372 -0.003 0.002 0.001
O 1.0474 0.7630 2.0445 -0.020 0.090 0.183
H 0.6903 2.8491 -1.3619 -0.013 -0.006 -0.006
H 5.9474 -1.0813 0.5451 0.002 -0.002 0.003
H -2.5839 -4.9119 -2.6590 0.001 0.000 -0.001
C 1.9690 0.2223 -3.0452 0.005 -0.007 0.003
H -1.0952 -3.8972 -0.9582 0.002 0.000 -0.004
Br 3.5041 -2.3764 1.4334 -0.021 -0.005 -0.025
H -5.6640 -3.2009 -3.9997 -0.001 -0.001 -0.001
C 1.6734 1.5606 -2.7758 0.012 -0.010 0.011
H -5.0728 -1.4387 -2.5374 0.002 0.001 -0.002
N 0.2398 -1.4175 -0.3060 -0.010 0.039 0.071
C 5.8548 1.0025 1.0686 0.001 0.006 -0.004
C -3.9334 -3.2417 -2.7196 0.000 0.002 -0.006
C 0.7079 -0.4099 -1.0910 -0.028 -0.009 0.013
Se -5.0478 4.3242 5.1370 -0.052 0.027 0.022
Zn -0.4406 1.4658 1.1018 0.188 -0.324 -0.550
H 2.5636 -0.0441 -3.9117 0.003 -0.003 0.002
C 1.4934 -0.7589 -2.2136 0.006 0.007 -0.001
C -4.8267 -3.8575 -3.7639 -0.002 -0.001 0.006
Se -1.1878 5.7534 6.1116 0.005 0.068 0.048
C 3.3342 0.3961 2.1241 -0.008 -0.015 0.009
C -2.2573 -2.1087 -0.7988 -0.039 0.052 0.026
C 3.8359 1.6964 2.1639 -0.009 0.005 -0.024
Se -1.9369 1.7068 5.8887 0.005 -0.010 -0.008
O -1.1428 -2.2982 1.5295 -0.071 -0.009 -0.004
C 1.9483 0.1410 2.7041 0.021 0.113 -0.023
H 1.6868 -1.8080 -2.3869 -0.002 -0.002 -0.001
H -3.5771 -0.4358 -0.8275 0.000 0.003 -0.009
Se -1.6389 2.4770 3.6264 -0.065 0.109 0.087
```
Forces are in eV/Å.

gap between HOMO and LUMO	0.2323	Eh
total charge	-2
calculated total energy	-16232.312727	Eh
E_LUMO	3.7	eV



What is the formula in the first record? C4HGdLiO2



calculated total energy of number 3 (C20H14BrN5O)? -3693.509878 Eh



The highest calculated total energy belongs to which entry? C9H18N2O5



Look up the calculated total energy of the fourth one. -16232.312727 Eh